A structure of composition C31H21Cl3IO2OsPS. Source: the Open Molecules 2025 dataset; level of theory: ωB97M-V/def2-TZVPD.

Geometry (Å):
Os (-1.249, -0.991, 0.059)
Cl (-3.314, 1.302, 1.436)
C (-2.294, 2.185, 2.507)
C (-2.797, 2.968, 3.526)
C (-1.906, 3.660, 4.337)
C (-0.539, 3.563, 4.130)
C (-0.043, 2.778, 3.103)
C (-0.924, 2.084, 2.274)
P (-0.386, 1.142, 0.816)
C (-0.677, 2.221, -0.617)
C (-0.956, 3.577, -0.463)
C (-1.077, 4.385, -1.580)
C (-0.920, 3.853, -2.852)
C (-0.650, 2.502, -3.013)
C (-0.536, 1.683, -1.903)
C (1.402, 1.099, 1.084)
C (1.868, 0.263, 2.103)
C (3.199, 0.309, 2.471)
C (4.062, 1.184, 1.826)
C (3.606, 1.987, 0.790)
C (2.277, 1.941, 0.405)
H (-3.862, 3.044, 3.680)
H (-2.290, 4.284, 5.131)
H (0.146, 4.106, 4.765)
H (1.022, 2.723, 2.942)
H (-1.071, 4.003, 0.524)
H (-1.284, 5.438, -1.458)
H (-1.005, 4.491, -3.717)
H (-0.520, 2.085, -4.001)
H (-0.315, 0.627, -2.034)
H (1.179, -0.412, 2.598)
H (3.563, -0.319, 3.270)
H (5.091, 1.248, 2.141)
H (4.285, 2.665, 0.298)
H (1.914, 2.566, -0.399)
Cl (-3.430, -1.640, 0.510)
C (-3.983, -2.697, -0.752)
C (-5.274, -3.183, -0.745)
C (-5.677, -4.041, -1.769)
C (-4.805, -4.404, -2.779)
C (-3.502, -3.921, -2.783)
Cl (-2.402, -4.391, -3.999)
C (-3.075, -3.039, -1.764)
S (-1.479, -2.373, -1.827)
H (-5.955, -2.900, 0.042)
H (-6.680, -4.434, -1.756)
H (-5.119, -5.065, -3.569)
I (6.666, -4.079, -2.510)
C (4.890, -3.347, -1.620)
C (4.557, -2.002, -1.765)
C (3.383, -1.532, -1.213)
C (2.542, -2.400, -0.514)
C (2.910, -3.734, -0.326)
C (4.076, -4.211, -0.892)
C (1.210, -1.942, -0.081)
O (0.493, -2.564, 0.723)
O (0.723, -0.886, -0.626)
H (5.199, -1.334, -2.318)
H (3.115, -0.491, -1.319)
H (2.273, -4.387, 0.251)
H (4.347, -5.249, -0.779)

Its HOMO energy (alpha / beta) is -0.4805 / -0.4805 Eh. The HOMO-LUMO gap (alpha / beta) is 0.130 / 0.125 Eh. The charge is +2. Its spin multiplicity is 1.

Atomic partial charges in e from the Mulliken method, atoms 1 to 6: atom 1 (Os): 1.125, atom 2 (Cl): -0.208, atom 3 (C): 0.896, atom 4 (C): -0.675, atom 5 (C): -0.524, atom 6 (C): -0.877



A structure of composition C12H48N4O12. Source: the Open Molecules 2025 dataset; level of theory: ωB97M-V/def2-TZVPD.

Geometry (Å):
C (0.149, -2.298, -1.128)
O (1.152, -2.692, -2.031)
H (-0.841, -2.714, -1.315)
H (0.392, -2.524, -0.089)
H (0.103, -1.210, -1.172)
H (1.817, -2.001, -1.983)
C (-2.569, -1.994, -1.198)
O (-2.873, -2.118, 0.217)
H (-2.471, -2.947, -1.717)
H (-3.277, -1.442, -1.817)
H (-1.709, -1.335, -1.321)
H (-3.803, -2.347, 0.268)
C (1.252, 1.058, -2.471)
O (2.425, 0.853, -3.153)
H (1.073, 2.125, -2.609)
H (0.503, 0.301, -2.702)
H (1.416, 0.959, -1.398)
H (2.561, 1.516, -3.834)
C (-0.944, 3.447, 1.473)
O (-1.650, 4.100, 0.479)
H (0.144, 3.435, 1.400)
H (-1.106, 3.851, 2.472)
H (-1.257, 2.403, 1.467)
H (-2.535, 4.076, 0.849)
C (1.936, 3.059, -0.114)
O (2.093, 1.929, 0.684)
H (2.018, 2.878, -1.186)
H (0.970, 3.401, 0.257)
H (2.835, 3.568, 0.235)
H (2.646, 1.303, 0.212)
C (-1.448, 0.260, 3.049)
O (-2.743, 0.113, 3.352)
H (-0.824, -0.589, 3.326)
H (-1.424, 0.391, 1.967)
H (-0.879, 1.083, 3.482)
H (-2.971, -0.786, 3.600)
C (-3.538, 0.729, -0.498)
O (-4.591, 1.716, -0.566)
H (-3.570, 0.160, 0.431)
H (-3.380, 0.085, -1.364)
H (-2.623, 1.300, -0.343)
H (-4.553, 2.374, -1.264)
C (-0.774, -2.427, 2.040)
O (0.400, -1.666, 2.233)
H (-1.151, -2.081, 1.078)
H (-0.438, -3.431, 1.781)
H (-1.394, -2.314, 2.930)
H (0.514, -1.047, 1.508)
C (-0.457, 0.472, 0.023)
O (0.412, 0.009, 1.032)
H (-0.974, -0.387, -0.404)
H (-1.130, 1.298, 0.254)
H (0.157, 0.780, -0.823)
H (1.171, 0.558, 1.240)
C (-1.476, 0.727, -3.230)
O (-2.622, 1.623, -3.445)
H (-0.607, 1.385, -3.252)
H (-1.400, 0.256, -2.250)
H (-1.475, -0.032, -4.012)
H (-2.775, 2.273, -2.756)
C (2.928, -0.741, -0.688)
O (2.627, 0.246, 0.023)
N (3.307, -1.886, -0.243)
N (2.604, -0.841, -1.886)
H (3.237, -2.171, 0.724)
H (3.609, -2.517, -0.971)
H (3.151, -1.425, -2.502)
H (2.293, 0.048, -2.250)
C (3.227, -1.723, 2.213)
O (4.154, -2.255, 1.647)
N (2.540, -0.746, 1.863)
N (2.693, -2.143, 3.318)
H (2.965, -0.423, 1.006)
H (1.921, -0.227, 2.470)
H (2.973, -3.024, 3.726)
H (1.883, -1.642, 3.655)

Its HOMO energy is -0.3118 Eh. The HOMO-LUMO gap is 0.309 Eh. The charge is 0. Its spin multiplicity is 1. The energy relative to the best compared isomer or geometry (same formula, charge and spin) comes out at 2133.3 kJ/mol.

Atomic partial charges in e from the Mulliken method, atoms 1 to 6: atom 1 (C): 0.690, atom 2 (O): -0.812, atom 3 (H): 0.543, atom 4 (H): 0.227, atom 5 (H): -0.533, atom 6 (H): 0.412



A structure of composition C18H29F3N5O5PPdS5. Source: the Open Molecules 2025 dataset; level of theory: ωB97M-V/def2-TZVPD.

Geometry (Å):
Pd (-0.948, 0.370, 0.061)
N (-2.861, 1.801, 3.132)
C (-1.648, 1.302, 3.568)
N (-1.034, 0.372, 2.924)
C (0.145, 0.026, 3.534)
C (0.405, 0.667, 4.705)
S (-0.872, 1.792, 5.042)
C (1.062, -0.840, 2.779)
C (2.307, -1.230, 3.155)
S (3.097, -2.003, 1.820)
C (1.669, -1.748, 0.860)
N (0.696, -1.179, 1.496)
N (1.563, -2.162, -0.441)
H (-3.021, 1.493, 2.175)
H (-2.945, 2.803, 3.215)
H (1.297, 0.627, 5.305)
H (2.821, -1.030, 4.079)
H (2.426, -2.157, -0.962)
H (0.822, -1.678, -0.939)
C (-1.710, -3.205, -0.002)
C (-2.923, -2.320, 0.272)
C (-3.344, -2.466, 1.738)
C (-4.072, -2.702, -0.660)
C (-2.608, -0.866, 0.071)
N (-3.123, 0.207, -0.028)
H (-1.977, -4.255, 0.156)
H (-0.897, -2.944, 0.672)
H (-1.368, -3.089, -1.029)
H (-3.574, -3.514, 1.952)
H (-4.225, -1.857, 1.949)
H (-2.540, -2.140, 2.401)
H (-4.350, -3.745, -0.483)
H (-3.769, -2.597, -1.702)
H (-4.942, -2.067, -0.482)
C (-4.139, -2.513, -5.181)
C (-3.810, -1.170, -4.552)
C (-4.989, -0.216, -4.582)
O (-2.748, -0.521, -5.256)
P (-1.194, -1.040, -5.180)
S (-0.742, -1.977, -6.856)
S (-0.869, -1.982, -3.475)
O (-0.443, 0.383, -5.220)
C (-0.821, 1.633, -4.615)
C (-1.586, 1.571, -3.305)
C (-1.566, 2.451, -5.660)
H (-4.978, -2.977, -4.653)
H (-3.279, -3.178, -5.129)
H (-4.408, -2.381, -6.232)
H (-3.482, -1.320, -3.519)
H (-5.298, -0.026, -5.614)
H (-4.724, 0.734, -4.118)
H (-5.836, -0.641, -4.039)
H (0.146, 2.107, -4.418)
H (-2.580, 1.141, -3.426)
H (-1.700, 2.594, -2.937)
H (-1.080, 1.008, -2.520)
H (-2.548, 2.014, -5.852)
H (-1.004, 2.467, -6.594)
H (-1.697, 3.477, -5.307)
F (3.674, 2.824, -0.544)
C (2.426, 3.323, -0.498)
F (2.464, 4.406, 0.306)
F (2.121, 3.756, -1.730)
S (1.220, 2.067, 0.124)
O (1.722, 1.782, 1.447)
O (1.357, 1.006, -0.855)
O (-0.051, 2.759, 0.061)

Its HOMO energy is -0.0620 Eh. The HOMO-LUMO gap is 0.201 Eh. The charge is -2. Its spin multiplicity is 1. The energy relative to the best compared isomer or geometry (same formula, charge and spin) comes out at 0.0 kJ/mol.

Atomic partial charges in e from the Mulliken method, atoms 1 to 6: atom 1 (Pd): -0.355, atom 2 (N): -0.584, atom 3 (C): 0.265, atom 4 (N): 0.416, atom 5 (C): -0.202, atom 6 (C): -0.500



A cluster of 2 separate species, CH6NO in total. Source: the Open Molecules 2025 dataset; level of theory: ωB97M-V/def2-TZVPD.

Geometry (Å):
O (-0.404, 1.291, 1.894)
H (0.111, 2.038, 2.217)
C (0.223, -1.393, -0.626)
N (0.215, -0.030, -1.470)
H (0.234, -2.056, -1.518)
H (-0.698, -1.199, 0.134)
H (0.902, -1.535, 0.220)
H (0.658, 0.766, -0.792)
H (-0.815, 0.230, -1.372)

Its expectation value of S² is 0.75. Its HOMO energy (alpha / beta) is 0.1738 / 0.0147 Eh. The HOMO-LUMO gap (alpha / beta) is 0.129 / 0.284 Eh. The charge is -2. Its spin multiplicity is 2. The energy relative to the best compared isomer or geometry (same formula, charge and spin) comes out at 149.3 kJ/mol.

Atomic partial charges in e from the Mulliken method, atoms 1 to 6: atom 1 (O): -1.052, atom 2 (H): 0.107, atom 3 (C): -3.945, atom 4 (N): -0.292, atom 5 (H): 2.117, atom 6 (H): -0.040



A cluster of 4 separate species, C33H65BrN3O15P4 in total. Source: the Open Molecules 2025 dataset; level of theory: ωB97M-V/def2-TZVPD.

Geometry (Å):
C (5.505, -4.047, 3.844)
C (4.806, -5.063, 2.909)
C (3.922, -4.418, 1.836)
C (2.556, -3.920, 2.386)
C (1.346, -4.569, 1.662)
C (0.321, -5.188, 2.617)
C (-0.473, -4.192, 3.486)
C (-1.203, -3.029, 2.799)
P (-1.968, -3.804, 1.242)
C (-3.246, -5.079, 1.528)
C (-2.220, -2.757, -0.232)
N (-0.368, -1.953, 2.215)
C (-0.764, -0.739, 2.324)
C (-0.095, 0.445, 1.768)
C (0.527, 1.397, 2.583)
C (1.112, 2.491, 1.961)
N (1.115, 2.728, 0.651)
C (0.524, 1.794, -0.083)
C (-0.105, 0.653, 0.388)
C (-2.057, -0.680, 3.137)
Br (-3.359, -0.311, 1.684)
C (-2.232, 0.545, 4.048)
C (-3.649, 0.825, 4.533)
O (-4.258, 1.730, 4.052)
O (-4.183, 0.098, 5.537)
C (-2.078, -2.127, 3.768)
C (-3.490, -2.718, 3.837)
N (-1.635, -1.908, 5.156)
C (-0.211, -1.653, 5.388)
C (-2.190, -2.779, 6.189)
C (-1.672, -4.174, 6.503)
O (-3.070, -2.353, 6.866)
H (5.590, -3.071, 3.366)
H (6.519, -4.388, 4.053)
H (4.961, -4.011, 4.789)
H (4.293, -5.854, 3.463)
H (5.609, -5.577, 2.371)
H (3.800, -5.147, 1.031)
H (4.504, -3.599, 1.406)
H (2.571, -2.829, 2.307)
H (2.528, -4.265, 3.423)
H (0.898, -3.921, 0.905)
H (1.758, -5.406, 1.092)
H (-0.301, -5.929, 2.118)
H (0.913, -5.778, 3.329)
H (-1.266, -4.771, 3.964)
H (0.193, -3.879, 4.287)
H (-4.251, -4.650, 1.472)
H (-3.093, -5.555, 2.495)
H (-3.184, -5.814, 0.728)
H (-2.024, -3.375, -1.110)
H (-3.213, -2.316, -0.331)
H (-1.508, -1.937, -0.287)
H (0.512, -2.063, 1.711)
H (0.518, 1.245, 3.653)
H (1.611, 3.218, 2.595)
H (0.530, 1.939, -1.160)
H (-0.595, -0.056, -0.263)
H (-1.558, 0.562, 4.905)
H (-1.981, 1.416, 3.444)
H (-5.070, -0.165, 5.256)
H (-4.136, -2.143, 4.493)
H (-3.464, -3.775, 4.108)
H (-3.965, -2.699, 2.857)
H (0.477, -1.980, 4.608)
H (0.094, -2.180, 6.295)
H (0.017, -0.601, 5.595)
H (-2.116, -4.932, 5.860)
H (-0.583, -4.240, 6.514)
H (-1.998, -4.407, 7.515)
C (-1.917, 6.342, -2.835)
O (-0.598, 6.798, -3.163)
P (0.455, 7.080, -1.946)
O (-0.407, 7.614, -0.854)
O (1.248, 8.206, -2.765)
C (0.527, 9.295, -3.333)
O (1.830, 6.665, -1.171)
C (1.757, 5.469, -0.374)
H (-2.374, 5.976, -3.754)
H (-1.887, 5.536, -2.105)
H (-2.517, 7.169, -2.462)
H (-0.352, 9.550, -2.741)
H (0.226, 9.049, -4.351)
H (1.195, 10.152, -3.363)
H (1.347, 4.643, -0.949)
H (1.142, 5.645, 0.510)
H (2.766, 5.211, -0.063)
C (3.179, 2.665, -4.799)
O (3.744, 1.927, -3.707)
P (4.196, 0.377, -3.960)
O (3.168, -0.134, -4.908)
O (3.923, -0.039, -2.428)
C (2.662, 0.249, -1.859)
O (5.384, -0.732, -4.050)
C (6.201, -0.703, -5.238)
H (3.177, 3.716, -4.512)
H (3.760, 2.543, -5.710)
H (2.151, 2.349, -4.962)
H (1.864, 0.221, -2.605)
H (2.688, 1.230, -1.385)
H (2.455, -0.502, -1.095)
H (6.583, 0.300, -5.429)
H (5.624, -1.049, -6.096)
H (7.042, -1.370, -5.076)
C (-2.456, 0.263, -7.490)
O (-3.432, 1.246, -7.126)
P (-2.994, 2.454, -6.118)
O (-2.035, 1.793, -5.183)
O (-4.472, 2.620, -5.524)
C (-5.151, 1.481, -5.009)
O (-2.714, 4.042, -5.877)
C (-1.502, 4.575, -6.444)
H (-2.857, -0.293, -8.335)
H (-1.511, 0.719, -7.775)
H (-2.307, -0.428, -6.662)
H (-4.457, 0.756, -4.583)
H (-5.737, 1.010, -5.798)
H (-5.828, 1.825, -4.229)
H (-1.413, 4.317, -7.499)
H (-0.637, 4.199, -5.896)
H (-1.538, 5.658, -6.352)

Its HOMO energy is -0.3842 Eh. The HOMO-LUMO gap is 0.231 Eh. The charge is +1. Its spin multiplicity is 1.

Atomic partial charges in e from the Mulliken method, atoms 1 to 6: atom 1 (C): -1.070, atom 2 (C): -0.705, atom 3 (C): -0.804, atom 4 (C): -0.347, atom 5 (C): -0.897, atom 6 (C): -1.494



A structure of composition H2NaO. Source: the Open Molecules 2025 dataset; level of theory: ωB97M-V/def2-TZVPD.

Geometry (Å):
O (0.259, -0.189, -0.135)
H (0.205, -0.969, -0.732)
H (0.752, -0.514, 0.653)
Na (-1.217, 1.672, 0.214)

Its HOMO energy is -0.6299 Eh. The HOMO-LUMO gap is 0.446 Eh. The charge is +1. Its spin multiplicity is 1. The energy relative to the best compared isomer or geometry (same formula, charge and spin) comes out at 5.2 kJ/mol.

The net atomic charges from Mulliken, expressed in e, are: atom 1 (O): -0.673, atom 2 (H): 0.341, atom 3 (H): 0.356, atom 4 (Na): 0.976



The highest charge belongs to which entry? C31H21Cl3IO2OsPS



charge of number 5 (C33H65BrN3O15P4)? +1



Look up the charge of the sixth one. +1